Entry 1:
{"formula": "C3H8OS", "method": "the ωB97M-V functional and the def2-TZVPD basis", "e_above_lowest_kcal_mol": 52.4, "smiles": "C=CO.CS", "homo_lumo_gap_ev": 9.64, "molar_mass_g_mol": 92.16, "total_energy_ev": -16120.96706, "e_lumo_ev": 0.67, "elements": ["C", "C", "O", "H", "H", "H", "H", "C", "S", "H", "H", "H", "H"], "xyz": [[0.71, -3.56, -1.20], [0.72, -2.25, -0.98], [1.49, -1.27, -1.60], [0.09, -4.17, -0.55], [1.52, -4.04, -1.76], [-0.15, -1.90, -0.42], [2.36, -1.38, -1.21], [-1.57, 2.82, 0.94], [-0.60, 3.88, 2.17], [-1.04, 1.99, 0.46], [-2.52, 2.58, 1.36], [-1.70, 3.54, 0.14], [0.71, 3.74, 2.65]]}



Entry 2:
{"formula": "C7H15NO5S", "method": "the ωB97M-V functional and the def2-TZVPD basis", "homo_lumo_gap_ev": 9.76, "molar_mass_g_mol": 225.27, "total_energy_ev": -30062.38815, "e_lumo_ev": 0.41, "elements": ["C", "C", "C", "N", "C", "C", "C", "O", "C", "O", "S", "O", "O", "O", "H", "H", "H", "H", "H", "H", "H", "H", "H", "H", "H", "H", "H", "H", "H"], "xyz": [[3.64, 0.02, 0.44], [2.08, 0.02, 0.53], [1.39, 0.69, -0.71], [0.14, 0.03, -1.12], [-0.97, 0.19, -0.16], [-1.65, -1.20, 0.10], [-0.68, -2.34, 0.54], [0.12, -2.88, -0.51], [-2.11, 0.93, -1.02], [-2.08, 2.34, -0.73], [-1.87, 2.37, 0.92], [-1.10, 3.57, 1.31], [-3.12, 2.18, 1.68], [-0.80, 1.08, 0.93], [4.09, -0.28, 1.41], [3.96, -0.64, -0.39], [3.95, 1.07, 0.24], [1.67, -0.99, 0.74], [1.81, 0.66, 1.41], [2.11, 0.56, -1.56], [1.29, 1.80, -0.59], [-0.12, 0.43, -2.02], [-2.20, -1.54, -0.81], [-2.41, -1.06, 0.90], [-1.34, -3.19, 0.88], [-0.07, -2.08, 1.42], [-0.42, -2.96, -1.30], [-2.26, 0.62, -2.06], [-3.04, 0.58, -0.48]]}



Entry 3:
{"formula": "C20H66N2O12", "method": "the ωB97M-V functional and the def2-TZVPD basis", "e_above_lowest_kcal_mol": 57.9, "smiles": "COC[C@H](C)N.COC[C@H](C)N.CCO.CCO.CCO.CCO.CCO.CCO.O.O.O.O", "homo_lumo_gap_ev": 9.25, "molar_mass_g_mol": 526.75, "total_energy_ev": -49354.63089, "e_lumo_ev": 0.47, "elements": ["C", "O", "C", "C", "C", "N", "H", "H", "H", "H", "H", "H", "H", "H", "H", "H", "H", "C", "O", "C", "C", "C", "N", "H", "H", "H", "H", "H", "H", "H", "H", "H", "H", "H", "C", "C", "O", "H", "H", "H", "H", "H", "H", "C", "C", "O", "H", "H", "H", "H", "H", "H", "C", "C", "O", "H", "H", "H", "H", "H", "H", "C", "C", "O", "H", "H", "H", "H", "H", "H", "C", "C", "O", "H", "H", "H", "H", "H", "H", "C", "C", "O", "H", "H", "H", "H", "H", "H", "O", "H", "H", "O", "H", "H", "O", "H", "H", "O", "H", "H"], "xyz": [[17.56, 0.67, -15.94], [16.65, -0.30, -15.36], [16.82, -1.69, -15.68], [15.70, -2.59, -15.15], [15.86, -4.16, -15.33], [14.41, -2.12, -15.65], [17.66, 0.61, -17.03], [18.57, 0.51, -15.56], [17.45, 1.72, -15.68], [16.99, -1.83, -16.74], [17.78, -1.92, -15.21], [15.73, -2.47, -14.07], [16.84, -4.42, -14.92], [15.82, -4.47, -16.37], [15.18, -4.66, -14.64], [13.95, -2.49, -16.47], [14.19, -1.13, -15.62], [12.75, -18.41, -14.20], [13.43, -17.25, -13.78], [12.94, -15.92, -14.04], [13.88, -14.90, -13.28], [13.62, -13.47, -13.64], [15.21, -15.27, -13.62], [11.95, -18.62, -13.48], [13.41, -19.27, -14.15], [12.32, -18.30, -15.20], [12.90, -15.79, -15.13], [11.90, -15.85, -13.73], [13.77, -15.16, -12.23], [12.54, -13.28, -13.59], [13.96, -13.33, -14.66], [14.22, -12.78, -13.05], [15.41, -15.10, -14.60], [15.18, -16.28, -13.65], [5.38, -9.70, -9.48], [6.88, -9.44, -9.09], [7.10, -9.55, -7.65], [5.25, -9.35, -10.50], [4.62, -9.19, -8.90], [5.00, -10.72, -9.45], [7.24, -8.43, -9.28], [7.54, -10.15, -9.58], [7.05, -8.70, -7.23], [6.09, -23.17, -9.41], [6.31, -21.66, -9.14], [5.11, -20.97, -9.36], [7.00, -23.73, -9.20], [5.89, -23.30, -10.47], [5.18, -23.46, -8.88], [6.99, -21.28, -9.90], [6.60, -21.35, -8.13], [4.37, -21.39, -8.92], [6.86, -19.53, -16.53], [6.24, -20.89, -16.29], [5.89, -21.65, -17.41], [7.49, -19.15, -15.73], [6.22, -18.73, -16.90], [7.49, -19.67, -17.40], [5.38, -20.75, -15.62], [6.93, -21.52, -15.73], [5.75, -22.54, -17.09], [13.47, -26.67, -17.20], [14.76, -27.53, -17.41], [15.61, -27.22, -16.31], [13.55, -25.58, -17.22], [13.03, -26.95, -16.25], [12.68, -26.98, -17.90], [15.25, -27.29, -18.35], [14.45, -28.57, -17.46], [16.36, -27.82, -16.28], [18.86, -11.63, -18.11], [17.54, -12.06, -18.79], [17.36, -13.45, -18.55], [18.72, -11.22, -17.11], [19.38, -10.86, -18.68], [19.72, -12.29, -18.15], [17.70, -11.83, -19.84], [16.65, -11.56, -18.42], [16.48, -13.73, -18.81], [20.71, -11.93, -9.40], [20.95, -12.54, -10.79], [20.68, -13.90, -10.80], [21.26, -12.32, -8.54], [19.66, -11.90, -9.10], [21.07, -10.90, -9.47], [21.96, -12.29, -11.11], [20.27, -11.99, -11.44], [19.90, -14.09, -11.31], [15.77, -19.54, -10.81], [15.08, -19.18, -11.37], [15.57, -19.19, -9.94], [18.19, -22.94, -13.31], [17.86, -23.83, -13.47], [17.54, -22.54, -12.73], [12.09, -11.95, -7.46], [11.29, -11.43, -7.42], [12.79, -11.31, -7.36], [13.42, -18.28, -7.10], [12.89, -17.48, -7.09], [12.92, -18.90, -6.56]]}



Entry 4:
{"formula": "C28H25F5NOReS", "method": "the ωB97M-V functional and the def2-TZVPD basis", "charge": 1, "homo_lumo_gap_ev": [6.51, 5.36], "s2": 3.78, "molar_mass_g_mol": 704.78, "total_energy_ev": -59516.54187, "e_lumo_ev": [-3.82, -5.24], "spin_multiplicity": 4, "elements": ["C", "C", "C", "H", "C", "C", "H", "C", "C", "C", "H", "C", "C", "H", "H", "H", "H", "H", "H", "Re", "C", "C", "C", "H", "H", "H", "H", "H", "H", "C", "C", "H", "H", "O", "N", "C", "H", "C", "C", "H", "C", "H", "C", "H", "C", "H", "C", "H", "H", "H", "F", "C", "C", "F", "C", "F", "C", "S", "C", "F", "C", "F"], "xyz": [[0.21, 2.41, -0.50], [-0.45, 1.63, -1.46], [-1.49, 0.91, -0.84], [-0.33, 1.74, -2.53], [-1.44, 1.17, 0.57], [-0.41, 2.18, 0.77], [-2.07, 0.78, 1.34], [3.49, 0.03, -0.95], [2.61, 0.57, -1.94], [1.54, -0.38, -2.16], [2.71, 1.54, -2.44], [1.92, -1.60, -1.46], [2.95, -1.25, -0.54], [-2.23, 0.31, -1.37], [-0.17, 2.67, 1.69], [1.00, 3.11, -0.70], [3.28, -1.91, 0.29], [0.82, -0.36, -2.98], [4.43, 0.43, -0.56], [0.36, 0.39, 0.21], [0.89, -2.67, -1.16], [1.59, -3.79, -0.43], [0.45, -3.00, -2.54], [2.50, -3.96, -1.05], [0.94, -4.68, -0.43], [1.84, -3.55, 0.61], [1.40, -3.17, -3.06], [-0.06, -2.21, -3.08], [-0.14, -3.89, -2.61], [-0.05, -1.80, -0.33], [-0.75, -1.84, 0.98], [-0.61, -1.17, -1.07], [0.90, -1.36, 0.16], [-0.32, -0.90, 1.79], [-1.83, -2.63, 1.09], [-3.09, -1.92, 1.43], [-1.68, -3.55, 1.49], [-3.85, -1.57, 0.15], [-4.64, -0.42, 0.30], [-4.62, 0.05, 1.29], [-5.29, 0.16, -0.78], [-5.83, 1.10, -0.62], [-5.15, -0.45, -2.04], [-5.61, 0.05, -2.90], [-4.41, -1.63, -2.21], [-4.29, -2.07, -3.22], [-3.74, -2.20, -1.10], [-3.07, -3.06, -1.25], [-2.89, -0.89, 1.87], [-3.71, -2.60, 2.08], [4.26, 6.27, 3.29], [3.77, 5.05, 3.00], [3.27, 4.24, 4.02], [3.27, 4.68, 5.29], [2.72, 3.00, 3.69], [2.22, 2.23, 4.69], [2.64, 2.52, 2.36], [1.97, 0.91, 1.99], [3.19, 3.36, 1.38], [3.24, 2.95, 0.08], [3.72, 4.61, 1.68], [4.16, 5.42, 0.69]]}



Entry 5:
{"formula": "C7H16N2", "method": "the ωB97M-V functional and the def2-TZVPD basis", "e_above_lowest_kcal_mol": 43.9, "smiles": "CC(C)=C(C)N[C@H](C)N", "homo_lumo_gap_ev": 8.29, "molar_mass_g_mol": 128.22, "total_energy_ev": -10497.35523, "e_lumo_ev": 0.98, "elements": ["C", "C", "C", "C", "C", "N", "C", "C", "N", "H", "H", "H", "H", "H", "H", "H", "H", "H", "H", "H", "H", "H", "H", "H", "H"], "xyz": [[0.72, -0.64, -1.94], [1.08, -0.42, -0.49], [2.54, -0.14, -0.26], [0.29, -0.80, 0.55], [0.82, -0.91, 1.95], [-1.10, -0.76, 0.43], [-1.74, 0.30, -0.30], [-0.82, 1.75, -0.06], [-3.11, 0.48, 0.08], [1.50, -1.23, -2.42], [0.65, 0.31, -2.47], [-0.21, -1.18, -2.05], [2.70, 0.49, 0.62], [3.10, -1.07, -0.09], [2.99, 0.33, -1.14], [0.09, -1.39, 2.60], [1.75, -1.47, 1.98], [1.03, 0.08, 2.38], [-1.56, -0.90, 1.33], [-1.68, 0.13, -1.37], [-0.88, 1.94, 1.01], [0.20, 1.94, -0.40], [-1.43, 2.49, -0.57], [-3.20, 0.84, 1.03], [-3.73, -0.17, -0.38]]}



Entry 6:
{"formula": "C2H6N4", "method": "the ωB97M-V functional and the def2-TZVPD basis", "e_above_lowest_kcal_mol": 80.3, "homo_lumo_gap_ev": 8.87, "molar_mass_g_mol": 86.10, "total_energy_ev": -8128.61168, "e_lumo_ev": 0.92, "elements": ["C", "C", "N", "N", "N", "N", "H", "H", "H", "H", "H", "H"], "xyz": [[-1.18, 0.92, 0.83], [0.60, -0.74, 0.20], [-1.04, 0.19, -1.28], [-4.27, 0.13, 0.67], [-3.54, 0.32, -0.13], [-0.51, 0.24, -0.03], [-1.05, 0.48, 1.80], [0.57, -1.43, -0.71], [0.48, -1.34, 1.11], [1.61, -0.23, 0.14], [-0.28, 0.48, -1.85], [-1.80, 0.88, -1.39]]}